1.
Here is a molecular structure, C31H21IrN8O5S from the OMol25 dataset. Energies are from the ωB97M-V functional and the def2-TZVPD basis.

Results
Multiplicity: 2
⟨S²⟩: 0.754
Orbital gap (alpha / beta) (eV): 6.878 / 7.007
Molecular weight (g mol⁻¹): 809.84
Charge: +1
Energy relative to the best compared isomer or geometry (same formula, charge and spin) (kJ/mol): 352.6
LUMO energy (alpha / beta) (eV): -3.3 / -3.4

Atoms and positions in Å:
Ir: -0.395700 -0.297953 0.039426
O: -0.111507 -2.592121 3.695016
C: 0.955117 -1.910883 4.178988
C: 1.245916 -2.083778 5.531415
C: 2.298227 -1.405507 6.109729
C: 3.087860 -0.540976 5.352672
C: 2.810584 -0.377462 4.013488
C: 1.748694 -1.055231 3.401538
C: 1.452313 -0.795754 1.982261
O: 0.392812 -1.394398 1.473429
N: 2.175984 0.024656 1.287596
N: 1.634429 0.167378 -0.014882
C: 2.521998 0.534094 -0.861518
C: 2.422890 0.797176 -2.294833
C: 3.515109 1.468364 -2.851163
C: 3.525222 1.877851 -4.171993
C: 2.420162 1.626264 -4.964841
C: 1.329716 0.931174 -4.457048
C: 1.361948 0.495127 -3.149667
O: 0.339408 -0.254522 -2.569338
H: -0.173579 -2.380316 2.745556
H: 0.626314 -2.761086 6.103478
H: 2.509698 -1.549539 7.161438
H: 3.906893 -0.003741 5.809776
H: 3.410299 0.283245 3.402813
H: 3.512594 0.686047 -0.440489
H: 4.359983 1.690778 -2.211767
H: 4.381947 2.400883 -4.571968
H: 2.399989 1.955359 -5.994853
H: 0.485291 0.724593 -5.094692
S: -6.030130 -2.365245 4.665396
N: -5.683739 -2.823335 3.159843
C: -4.653957 -2.090534 2.768910
C: -3.988024 -2.198176 1.482441
C: -4.350298 -3.103857 0.486465
C: -3.599307 -3.153826 -0.669627
C: -2.489300 -2.325773 -0.793624
N: -2.143494 -1.447626 0.144625
C: -2.899293 -1.357075 1.257909
C: -2.503339 -0.343360 2.237027
N: -1.527946 0.489223 1.848132
C: -1.071157 1.382259 2.714254
C: -1.566157 1.479871 4.015014
C: -2.595461 0.653472 4.408163
C: -3.098299 -0.272741 3.492108
C: -4.203637 -1.176376 3.755595
N: -4.902479 -1.234542 4.877307
H: -5.196770 -3.758964 0.644246
H: -3.833723 -3.848376 -1.463466
H: -1.827019 -2.401270 -1.647076
H: -0.281974 2.033659 2.361043
H: -1.135727 2.201245 4.694663
H: -3.017587 0.702976 5.402922
C: -4.129981 1.078959 -2.313865
N: -3.062642 0.405152 -3.058378
C: -3.313499 -0.271609 -4.232251
C: -2.395814 -1.008623 -4.872496
C: -1.042030 -1.121811 -4.354155
O: -0.137568 -1.793389 -4.762365
N: -0.851710 -0.255982 -3.235293
C: -1.824615 0.375857 -2.497655
O: -1.597401 0.876806 -1.390316
H: -4.990482 1.175904 -2.969008
H: -3.793740 2.063461 -2.002063
H: -4.399983 0.498971 -1.431850
H: -4.327273 -0.179585 -4.595626
H: -2.634123 -1.545901 -5.776504

Atomic forces in eV per Å
-0.245 -0.619 -0.733
0.057 0.018 0.076
-0.139 -0.085 0.040
0.032 0.033 0.018
-0.018 -0.016 0.004
-0.016 0.013 -0.029
0.054 -0.019 0.011
0.112 0.052 -0.081
0.047 0.005 0.025
0.270 -0.384 0.426
-0.157 -0.101 -0.057
-0.337 0.680 0.367
0.064 -0.149 -0.092
-0.013 0.176 0.059
0.000 0.033 -0.022
0.020 0.004 0.045
-0.049 -0.015 -0.041
0.089 -0.057 0.001
-0.235 0.305 0.111
0.373 -0.617 -0.412
-0.011 -0.009 -0.043
-0.007 0.004 0.000
-0.001 -0.002 -0.001
0.013 -0.016 -0.005
-0.001 0.003 -0.002
0.009 -0.072 0.000
0.006 -0.004 -0.005
0.000 0.002 -0.003
-0.001 0.003 0.002
0.007 -0.026 -0.022
-0.002 -0.019 0.008
0.015 0.040 0.007
-0.002 -0.030 -0.041
-0.027 -0.064 -0.003
0.018 -0.002 0.011
0.023 -0.002 0.013
0.020 -0.121 0.058
-0.193 0.376 0.039
0.048 0.098 0.082
0.007 -0.102 -0.215
0.170 0.278 0.208
-0.054 -0.013 0.023
0.001 0.008 -0.001
-0.006 0.004 -0.035
-0.015 0.006 0.064
0.029 0.027 0.043
0.002 -0.002 -0.040
-0.002 0.001 -0.008
0.003 -0.007 0.006
-0.011 0.025 -0.016
0.028 -0.023 0.014
-0.019 0.013 -0.003
-0.001 0.012 -0.001
0.008 -0.022 0.003
0.040 0.069 -0.030
-0.017 -0.031 -0.027
0.001 0.001 0.046
-0.001 -0.074 0.049
-0.017 0.002 -0.014
-0.118 0.448 0.270
-0.048 -0.019 -0.025
0.200 -0.028 -0.115
-0.005 0.001 0.008
-0.003 0.003 -0.004
-0.002 0.003 0.002
0.005 0.000 -0.009
0.001 0.007 -0.006


2.
Here is 2 unconnected molecules or ions with the total composition C4H12NO3 at a distorted geometry from the OMol25 dataset. Energies are from the ωB97M-V functional and the def2-TZVPD basis.

Results
Orbital gap (eV): 6.778
Molecular weight (g mol⁻¹): 122.14
Charge: -1
Energy relative to the best compared isomer or geometry (same formula, charge and spin) (kJ/mol): 77.5
LUMO energy (eV): 3.3

Atoms and positions in Å:
C: -1.036930 0.800021 -0.027790
O: -2.018525 1.043651 -0.964680
C: -0.232475 -0.464294 -0.420851
C: 0.759827 -0.845556 0.696407
C: 1.783511 -1.912924 0.340573
O: 2.883443 -1.953097 1.228827
N: 0.601410 -0.151118 -1.610764
H: -0.395199 1.707728 -0.031568
H: -1.475595 0.586472 0.977335
H: -0.965294 -1.204866 -0.740709
H: 1.233289 0.087742 1.035618
H: 0.112487 -1.054412 1.563278
H: 1.263108 -2.871687 0.448396
H: 2.099490 -1.760017 -0.687862
H: 3.057825 -1.206738 1.800042
H: 1.088894 0.726847 -1.450256
H: -0.022074 0.066200 -2.384061
H: -2.561941 2.433281 -0.533635
H: -3.200252 2.738434 0.778288
O: -2.974995 3.234332 -0.016587

Atomic forces in eV per Å
-1.263 -0.442 -1.150
0.038 -0.028 0.146
1.551 1.721 -0.404
-1.221 0.404 0.296
-1.153 0.581 0.809
1.104 -1.114 0.197
-0.209 -0.324 -0.586
0.559 -0.431 0.767
0.264 0.334 0.220
0.140 -0.319 0.378
0.356 0.019 -0.455
0.425 -0.662 0.011
0.289 -0.113 -0.280
0.157 -0.056 0.012
-0.700 0.508 -0.349
-0.037 -0.013 0.228
-0.170 0.008 0.180
-0.150 0.005 -0.126
-0.139 0.279 0.095
0.162 -0.357 0.011


3.
Here is 2 unconnected molecules or ions with the total composition C7H19N3O at a distorted geometry from the OMol25 dataset. Energies are from the ωB97M-V functional and the def2-TZVPD basis.

Results
Orbital gap (alpha / beta) (eV): 7.040 / 7.909
Molecular weight (g mol⁻¹): 161.25
Energy relative to the best compared isomer or geometry (same formula, charge and spin) (kJ/mol): 445.2
LUMO energy (alpha / beta) (eV): 0.7 / 0.9

Atoms and positions in Å:
C: -2.902021 -0.559383 1.054350
C: -0.726561 1.815906 -3.039874
C: 2.479659 -2.130882 0.759843
C: -1.381835 -1.066099 0.767623
C: -1.099100 1.516637 -1.515039
C: -0.509821 0.083630 0.467834
C: -0.027915 0.529730 -0.866761
N: 2.179525 0.988107 2.322790
N: 2.646208 -0.711683 0.819957
N: 1.885450 -0.226039 1.808119
O: 0.264329 -0.597960 -1.715480
H: -3.456518 -0.154285 0.165048
H: -3.275790 -1.471273 1.506776
H: -2.873668 0.098714 1.889458
H: -0.118234 2.747831 -2.826794
H: -1.598815 2.126146 -3.528513
H: -0.163952 1.005792 -3.468678
H: 3.440334 -2.651518 0.582237
H: 2.091699 -2.337904 1.833460
H: 1.713586 -2.492513 0.054117
H: -1.545014 -1.932664 0.087225
H: -1.067618 -1.517658 1.731766
H: -2.057923 0.961438 -1.449549
H: -1.120263 2.309602 -0.810039
H: -0.163175 0.554380 1.334743
H: 0.895188 1.159643 -0.872867
H: 1.642451 1.384619 3.097415
H: 2.589889 1.761320 1.859599
H: 2.913560 -0.287614 -0.064857
H: -0.653654 -0.906021 -1.983913

Atomic forces in eV per Å
1.503 -1.284 -0.500
1.117 1.996 4.101
-0.646 -1.247 1.774
-2.067 0.035 0.333
0.447 -3.398 -1.318
0.514 -0.660 -0.919
-0.340 0.819 -0.650
0.379 1.040 0.944
1.309 -0.215 -0.110
-1.316 0.462 0.672
-2.059 -0.006 -0.384
0.550 -0.578 1.011
-1.120 -0.158 -0.455
-0.054 1.146 0.331
-0.117 -1.010 -1.273
-1.092 0.171 -1.138
0.047 -0.090 -0.273
-0.475 0.245 0.086
0.810 -0.332 -1.916
0.224 0.272 0.023
0.802 0.820 -0.119
-0.046 0.239 -0.485
0.229 0.424 -0.039
-0.262 1.228 0.073
0.286 0.976 0.860
-0.297 -0.722 0.530
-0.187 -1.363 -0.496
0.648 0.253 -1.369
-0.548 0.775 0.398
1.760 0.163 0.307


4.
Here is 2 unconnected molecules or ions with the total composition C26H27N2O at a distorted geometry from the OMol25 dataset. Energies are from the ωB97M-V functional and the def2-TZVPD basis.

Results
Orbital gap (eV): 5.896
Molecular weight (g mol⁻¹): 383.51
Charge: +1
Energy relative to the best compared isomer or geometry (same formula, charge and spin) (kJ/mol): 6.1
LUMO energy (eV): -4.1

Atoms and positions in Å:
C: -4.277127 -1.853347 -1.108112
C: -4.931357 -0.556666 -1.614483
C: -3.854018 0.530981 -1.532346
N: -2.599291 -0.207272 -1.434563
C: -1.413126 0.371568 -1.513887
C: -0.211569 -0.324059 -1.345930
C: 0.992709 0.349548 -1.406069
C: 2.256932 -0.282383 -1.628250
C: 3.290149 0.460723 -2.257568
C: 4.529105 -0.111355 -2.489703
C: 4.773170 -1.435785 -2.085534
C: 3.754813 -2.192747 -1.487672
C: 2.500377 -1.631353 -1.267857
C: -2.758751 -1.609507 -1.094156
H: -4.613266 -2.086213 -0.092386
H: -4.508105 -2.711517 -1.744932
H: -5.241946 -0.679113 -2.657815
H: -5.809641 -0.277440 -1.029837
H: -3.841981 1.193124 -2.409490
H: -3.994422 1.160647 -0.636815
H: -1.400287 1.442079 -1.741010
H: -0.235558 -1.400687 -1.162997
H: 0.965905 1.443062 -1.447544
H: 3.068479 1.485760 -2.567379
H: 5.308587 0.474472 -2.979600
H: 5.764836 -1.867668 -2.225381
H: 3.947234 -3.223242 -1.183381
H: 1.704369 -2.211602 -0.798098
H: -2.324392 -1.833716 -0.102315
H: -2.239802 -2.255189 -1.821408
C: -3.578134 -1.371116 2.832513
C: -3.781857 -0.095249 2.287775
C: -2.687405 0.673340 1.896515
C: -1.380992 0.167742 1.989820
C: -0.248208 1.059460 1.518147
C: 1.077367 0.652326 1.766359
N: 2.193501 1.431917 1.529932
C: 2.171182 2.578393 0.755162
C: 3.344539 3.244664 0.456585
C: 4.567808 2.774921 0.924228
C: 4.574142 1.634723 1.735570
C: 3.406687 0.977349 2.030482
O: -0.547225 2.077965 0.845266
C: -1.192122 -1.136751 2.472942
C: -2.283271 -1.887979 2.928659
H: -4.426985 -1.947204 3.203293
H: -4.784942 0.324095 2.203302
H: -2.835457 1.689830 1.531217
H: 1.289220 -0.263970 2.310719
H: 1.209634 2.914880 0.389708
H: 3.273753 4.146812 -0.147963
H: 5.495511 3.292597 0.698341
H: 5.492320 1.244236 2.164434
H: 3.347210 0.085054 2.650742
H: -0.187228 -1.557404 2.518097
H: -2.111061 -2.871731 3.374686

Atomic forces in eV per Å
0.024 -0.202 0.369
-0.029 0.030 -0.480
-0.603 0.387 0.122
1.882 0.979 -0.082
-1.591 0.080 0.370
1.552 0.079 0.263
-1.827 -0.387 -0.782
1.408 -0.560 0.186
-0.666 -0.169 0.470
0.151 -0.404 0.062
-0.257 0.346 0.021
0.009 0.143 -0.027
0.154 0.518 -0.183
-0.216 -0.935 0.275
0.048 0.021 -0.221
-0.100 0.197 0.140
-0.022 0.037 0.215
0.101 -0.080 -0.120
0.056 -0.240 0.248
0.239 -0.286 -0.260
-0.033 -0.348 0.179
0.038 0.369 -0.328
-0.058 -0.305 -0.117
0.199 -0.285 0.126
-0.194 -0.243 0.163
-0.318 0.078 -0.017
-0.041 0.327 -0.115
0.326 0.116 -0.073
-0.138 0.321 -0.324
-0.126 0.393 0.092
0.049 0.158 -0.064
0.304 -0.175 0.159
0.051 -0.109 0.025
-0.077 -0.218 -0.084
0.328 0.026 -0.565
-0.966 -0.484 0.641
0.878 0.349 -0.637
0.334 -0.470 0.408
0.362 -0.133 0.208
-0.161 0.037 0.119
-0.011 -0.013 -0.004
-0.679 0.572 -0.495
-0.178 -0.156 0.226
-0.274 0.210 0.120
0.107 0.121 -0.130
0.241 0.121 -0.142
0.213 -0.165 0.096
0.152 -0.254 0.054
-0.015 0.443 -0.069
0.011 -0.297 0.325
0.063 -0.225 0.127
-0.184 -0.089 0.019
-0.106 0.106 -0.145
0.045 0.310 -0.200
-0.343 0.029 0.072
-0.111 0.326 -0.234


5.
Here is 4 unconnected molecules or ions with the total composition CH9O3S at a distorted geometry from the OMol25 dataset. Energies are from the ωB97M-V functional and the def2-TZVPD basis.

Results
Orbital gap (eV): 6.691
Molecular weight (g mol⁻¹): 101.15
Charge: -1
Energy relative to the best compared isomer or geometry (same formula, charge and spin) (kJ/mol): 86.8
LUMO energy (eV): 3.9

Atoms and positions in Å:
C: 0.083994 1.875203 -0.578609
S: -1.290666 0.765348 -1.018807
H: 0.923212 1.868931 -1.289818
H: -0.274712 2.886502 -0.394442
H: 0.580614 1.522680 0.333521
H: 2.214505 -0.080389 -0.605819
H: 1.581305 -1.189313 -1.444903
O: 2.137801 -1.018550 -0.684835
H: -1.927892 -2.167028 -0.364474
H: -0.417033 -1.660336 -0.197579
O: -1.077142 -2.321239 0.038066
H: -1.369578 0.364231 2.246730
H: -0.625422 -0.736330 1.614368
O: -0.538990 -0.109708 2.346605

Atomic forces in eV per Å
0.531 -0.548 0.432
0.112 -0.058 -0.221
-0.406 0.316 -0.395
0.192 0.157 -0.144
-0.317 0.119 0.267
-0.271 0.955 -0.005
-0.322 0.270 -0.164
0.437 -1.211 0.186
0.205 0.897 -0.386
-0.718 0.615 -0.652
0.563 -1.542 1.050
0.015 0.306 -0.084
0.143 -0.056 -0.062
-0.163 -0.222 0.179


6.
Here is C20H22N4O3S in the gas phase at a distorted geometry from the OMol25 dataset. Energies are from the ωB97M-V functional and the def2-TZVPD basis.

Results
SMILES string: Cc1c([C@@H]2C[C@@H](S(=O)(=O)c3ccccc3)NN2)c(=O)n(-c2ccccc2)n1C
Orbital gap (eV): 8.626
Molecular weight (g mol⁻¹): 398.49
Energy relative to the best compared isomer or geometry (same formula, charge and spin) (kJ/mol): 612.4
LUMO energy (eV): 0.3

Atoms and positions in Å:
C: 2.282277 2.118257 -1.741116
C: 1.100698 1.142246 -1.721570
C: -0.003068 1.078605 -0.858307
C: -0.287847 2.001079 0.273072
C: -0.041951 1.297939 1.583714
C: -1.366201 1.320432 2.346513
S: -1.135190 1.437403 4.173595
O: -2.375774 1.087225 4.878085
O: -0.642824 2.803123 4.502863
C: 0.197194 0.226358 4.513700
C: 1.467671 0.675091 4.918645
C: 2.463290 -0.244990 5.270313
C: 2.217724 -1.635662 5.139125
C: 0.981233 -2.104939 4.722881
C: -0.050186 -1.168319 4.436451
N: -2.026053 2.481220 1.710822
N: -1.689098 2.380614 0.340773
C: -0.831305 -0.073269 -1.266286
O: -1.772632 -0.517437 -0.638315
N: -0.281884 -0.550493 -2.450489
C: -0.982235 -1.300047 -3.429531
C: -1.936136 -2.266916 -3.127651
C: -2.634822 -2.972342 -4.132532
C: -2.383945 -2.751382 -5.499494
C: -1.359534 -1.846447 -5.783917
C: -0.726833 -1.103125 -4.758549
N: 0.955608 0.165983 -2.668238
C: 2.070491 -0.524441 -3.332022
H: 2.273298 2.599268 -2.726428
H: 3.233363 1.610632 -1.706487
H: 2.256544 2.867199 -0.931672
H: 0.336279 2.894688 0.222064
H: 0.747795 1.889145 2.104159
H: 0.339241 0.277069 1.462269
H: -1.984017 0.450653 2.087574
H: 1.665848 1.733466 5.067397
H: 3.430087 0.126575 5.574950
H: 3.024990 -2.320519 5.338460
H: 0.734304 -3.151989 4.569782
H: -1.027554 -1.518831 4.118984
H: -1.654842 3.367365 2.103810
H: -2.251431 1.691360 -0.122646
H: -2.117264 -2.483525 -2.073064
H: -3.356318 -3.713704 -3.829674
H: -2.849457 -3.321971 -6.300546
H: -1.139602 -1.687097 -6.854978
H: 0.021587 -0.376150 -5.036675
H: 2.943747 -0.487325 -2.724130
H: 1.870054 -1.562428 -3.480760
H: 2.294679 -0.039646 -4.264922

Atomic forces in eV per Å
-0.924 -0.478 -0.471
-1.771 -0.007 1.539
1.835 0.290 -2.057
-0.288 -0.826 -0.470
1.850 -0.649 1.770
0.337 0.461 -0.664
-1.015 2.103 1.343
1.710 -0.456 -1.246
-0.048 -2.347 -1.091
0.128 -0.856 0.220
-0.201 -0.209 0.477
-1.038 -0.702 -0.757
0.177 0.974 -0.026
-1.166 1.289 -0.389
0.678 0.619 -0.037
-0.735 0.473 0.963
0.125 1.357 0.049
1.158 1.311 0.997
-0.866 -0.460 -0.325
1.069 0.335 0.901
0.078 -0.217 -0.349
-0.617 -0.750 0.603
0.552 0.650 0.015
1.023 0.196 1.120
-0.415 0.398 -0.156
0.386 -0.101 -2.061
-0.726 -0.833 -1.360
-0.659 0.687 0.315
-0.066 0.255 0.268
0.314 -0.362 0.254
-0.246 -0.469 -0.454
-0.033 0.011 -0.198
-0.543 -0.578 0.155
-0.035 0.226 -0.025
0.215 -0.017 0.515
-0.203 -0.087 -0.270
0.046 -0.096 0.109
0.074 -0.180 0.119
0.338 0.105 0.221
0.072 0.021 0.097
-0.260 -0.774 -0.463
-0.484 -0.350 0.207
-0.146 0.022 -0.406
-0.119 -0.046 0.110
-0.077 0.160 0.325
0.213 0.177 0.834
0.013 0.112 -0.151
0.705 0.166 0.658
-0.488 -0.588 -0.203
0.072 0.042 -0.557